Entry from OMol25: a 17-piece molecular cluster, CH32O19 overall (ωB97M-V/def2-TZVPD).

The geometry in ORCA input format:
```
! wB97M-V def2-TZVPD RIJCOSX def2/J DEFGRID3
* xyz -2 1
O 3.2759 1.0297 -1.0629
O 1.9547 3.7094 -0.2800
O 1.1588 1.0306 0.2174
O -3.1107 -2.5764 -0.2976
O -1.7641 -1.0246 -1.9609
O 2.8219 -1.7689 0.2819
O -0.5288 -0.4268 0.6701
O -2.3315 1.1564 -0.3313
O -0.4448 2.6333 1.5825
O 0.4706 1.3357 -2.9720
O -3.8923 -0.8367 1.6171
O 2.6033 1.8524 2.1259
O 1.9217 -1.3236 -3.3592
O 1.1248 -1.4481 2.8391
O -0.8726 3.8144 -1.1478
O 0.9180 -0.6822 -1.1334
O 0.7597 -3.2440 -1.0416
O -1.6208 -0.1474 2.9033
O -0.8620 -2.8219 1.2394
C 0.4232 -0.0386 -0.1256
H 2.1605 1.5034 1.3327
H 2.6121 -2.6928 0.1027
H -0.9106 -0.8828 -1.5399
H -0.0018 2.8126 2.4223
H -1.8008 0.4516 -0.0263
H 2.5704 2.8375 2.0995
H 1.1118 -1.7150 -3.6832
H -1.6360 -3.2465 0.8823
H -0.9061 -1.8786 1.0087
H -2.4234 -2.1789 -0.8430
H -1.1590 4.3015 -0.4068
H -3.1034 1.1478 0.2288
H -2.0765 -0.1264 -2.0437
H -0.6710 3.0130 -0.7577
H -3.0994 -0.6295 2.1184
H 0.6191 0.9070 -2.1089
H 1.0138 -1.1400 1.9336
H 2.2030 -1.2047 -0.2486
H 0.0005 1.8868 1.1625
H 1.6061 -0.9606 -2.5302
H 1.5589 -2.2628 2.6494
H 3.1139 1.7585 -1.6919
H 0.8094 -2.3051 -1.1209
H 1.3856 4.3092 0.1250
H -3.5759 -1.5979 1.0800
H -3.9107 -2.2440 -0.6446
H 0.0693 -3.4853 -0.4061
H -1.1560 -0.2730 2.0726
H -1.2154 -0.7996 3.4751
H 2.3794 0.9071 -0.6728
H 0.8472 0.7284 -3.5986
H 1.5798 2.8364 -0.1345
*
```

The value obtained for the energy above the lowest of the compared OMol25 structures with the same formula, charge and spin is 62.5 kJ/mol. The value obtained for the LUMO energy is 5.011 eV. The total energy comes out at -1486.9793 hartree. The calculation puts the molecular weight at 348.248 g mol⁻¹.

Entry from OMol25: a 17-piece molecular cluster, CH35O17 overall (ωB97M-V/def2-TZVPD).

The geometry in ORCA input format:
```
! wB97M-V def2-TZVPD RIJCOSX def2/J DEFGRID3
* xyz -1 1
O 3.0234 -1.6776 -1.3061
O -2.8586 -2.1706 -0.7341
O 3.0004 0.5694 1.0539
O 1.2044 2.1614 -2.8691
O -1.4006 -1.9626 1.6809
O -0.0296 -4.1486 0.7379
O -2.3666 -0.0326 -2.4321
O 2.0984 0.8344 3.5209
O -0.4146 -2.3926 -1.8191
O 0.7324 -0.5176 -3.2511
O 0.6324 -1.0996 0.2869
O 1.7644 -2.3246 2.6239
O -1.6696 2.7794 1.3229
O -0.6346 0.7274 3.2069
O -0.9416 2.8694 -1.3141
O -4.2396 0.3224 -0.1781
O 1.1974 3.2414 1.6939
C 0.0994 0.2264 -0.0521
H 0.9964 2.7504 0.9409
H 2.2284 -1.4576 -0.8381
H -0.6166 1.2204 2.3869
H 2.3424 0.6734 2.5639
H 2.2274 0.4844 0.5499
H -1.9606 0.7354 -2.8171
H 0.2744 0.6234 3.4329
H 0.8884 0.3864 -2.9971
H 0.8864 -4.2006 0.4919
H -4.1026 1.0134 -0.8061
H -3.8636 -0.4286 -0.6051
H 1.2624 -1.0826 -2.6771
H 0.0674 -2.1696 -1.0101
H 1.2214 2.5554 -3.7551
H 0.4814 0.5524 -0.9891
H 0.4794 0.9584 0.6819
H -0.3496 2.5264 -1.9901
H -2.5766 2.9204 1.2839
H 2.9274 -2.6226 -1.3341
H -3.4496 -2.6816 -1.2941
H -1.0616 3.7684 -1.5391
H 2.0244 1.7944 3.6049
H -1.3876 2.8594 0.3889
H -0.3516 -1.5976 -2.3401
H 1.6834 2.7814 -2.2661
H -2.0256 -1.9456 0.9489
H -2.0066 -2.2066 -1.1551
H 3.4974 -0.2206 1.0449
H 1.2424 -1.8006 2.0099
H -0.1316 -3.3136 1.1629
H 2.1284 3.1754 1.6509
H -1.9456 -0.0956 -1.5881
H -0.6836 -1.4706 1.2739
H -0.9916 0.1514 -0.0721
H 1.4494 -2.0396 3.4829
*
```

The value obtained for the energy above the lowest of the compared OMol25 structures with the same formula, charge and spin is 86.1 kJ/mol. The value obtained for the LUMO energy is 1.314 eV. The total energy comes out at -1338.2089 hartree. The calculation puts the molecular weight at 319.274 g mol⁻¹.

Entry from OMol25: a 16-piece molecular cluster, CH35O19PS overall (ωB97M-V/def2-TZVPD).

The geometry in ORCA input format:
```
! wB97M-V def2-TZVPD RIJCOSX def2/J DEFGRID3
* xyz 0 1
S -2.1994 -1.5263 1.3737
P -0.2971 -0.6271 -0.5854
O -0.2206 3.7079 -3.2306
O -0.7118 -1.6364 0.5838
O -1.9094 -2.8535 2.1976
O 1.0370 -0.0098 -4.2334
O -1.5812 1.5186 -4.8144
O 2.7364 1.0554 4.4647
O 2.1734 -1.3733 -6.4624
O 4.1996 -0.9967 2.2092
O -3.4082 4.6685 -4.8190
O 4.9548 2.0705 0.1873
O -0.0295 0.0336 4.0214
O -5.4095 -2.6634 3.3309
O -3.4549 1.8256 0.9953
O -3.1841 -1.8411 0.3873
O 2.6727 4.6186 0.0086
O -0.5725 -1.0576 -1.9660
O 2.2650 -2.7128 0.9787
O 2.0304 1.6664 -0.5555
O -2.1619 -5.9252 3.3504
C -2.1654 -2.6452 3.6311
H -2.0603 -6.6786 2.7598
H 0.2895 4.1195 -3.9360
H -2.1859 -5.1641 2.7580
H 2.6824 4.0805 0.8072
H 3.1826 0.6519 3.7030
H 2.4504 -0.6103 -6.9796
H -6.0076 -3.3793 3.0913
H 4.7315 -0.7242 1.4541
H 2.9861 1.6183 -0.4160
H -3.4251 2.5180 0.3264
H -0.8749 0.8599 -4.8951
H 2.3128 -3.2378 1.7877
H -2.8832 5.0385 -4.1014
H -4.3926 1.6299 1.0928
H -0.8753 3.1701 -3.7035
H 1.2179 -1.4107 -6.5769
H 1.9219 2.1985 -1.3538
H 1.3869 -2.9025 0.6263
H -3.2347 -2.5774 3.8146
H 0.5335 -0.2222 -3.4345
H -2.0733 1.2231 -4.0386
H 3.5039 -1.5493 1.8327
H 1.0693 -0.5035 -0.4043
H 0.3656 -0.4409 3.2819
H 3.4577 1.4152 4.9867
H -1.6519 -1.7719 4.0214
H 0.7357 0.3942 4.4984
H 5.3714 2.8686 -0.1551
H -5.1856 -2.2598 2.4836
H 4.9559 2.1760 1.1451
H -0.8806 0.6142 -0.3218
H -3.1745 3.7329 -4.8254
H -1.7965 -3.5267 4.1482
H 1.7963 4.4562 -0.3596
H 1.7274 -0.6735 -4.3308
*
```

The value obtained for the LUMO energy is -0.032 eV. The total energy comes out at -2228.1958 hartree. The calculation puts the molecular weight at 414.313 g mol⁻¹.

Entry from OMol25: a 17-piece molecular cluster, CH37NO16 overall (ωB97M-V/def2-TZVPD).

The geometry in ORCA input format:
```
! wB97M-V def2-TZVPD RIJCOSX def2/J DEFGRID3
* xyz 0 1
O 2.8057 2.7656 -0.2954
O 4.3359 -1.7565 1.6338
O -1.0390 -2.6217 1.4093
O -2.6775 -0.5377 -3.1089
O -3.7894 0.4164 2.3423
O 0.8066 -2.8499 -0.5263
O 1.8467 2.7056 -3.7232
O 2.1062 0.5180 1.7673
O -3.3108 -2.9790 -0.0831
O -0.9960 0.7868 1.4198
O -0.7762 4.5291 1.0283
O 1.5340 -1.3184 3.3826
O -2.6242 3.0231 0.1214
O 3.1367 -2.8795 -1.3666
O -4.2902 -0.5235 -0.4371
O 3.5284 -0.2899 -0.5872
N 0.0488 0.1661 -1.6395
C -0.3332 1.5913 -1.6879
H -0.0315 4.7846 0.4649
H 1.8575 0.0716 0.9476
H 1.2486 0.3297 2.1881
H -4.0728 -0.0452 3.1294
H 4.0790 0.0359 0.1293
H -0.6516 3.5756 1.0982
H 1.0181 -0.1520 -1.6340
H 3.3447 -2.6508 -2.2727
H 0.0529 2.3233 -0.9730
H -3.7523 -3.6699 0.4343
H -2.5702 3.9677 0.1168
H -0.2102 1.8953 -2.7188
H -3.9269 -2.2097 -0.0300
H -0.2615 -0.1395 -0.7161
H -3.9944 -0.6628 -1.3358
H 3.9801 -3.3000 -1.1540
H -1.9562 -2.7427 1.1135
H -1.2110 -0.1317 1.6334
H 1.5059 -2.2525 3.1590
H -2.7005 -0.9529 -3.9797
H 3.8036 -2.5488 1.5015
H 2.5817 2.1582 -1.0115
H -0.5383 -3.3395 1.0089
H 2.3765 -1.1324 2.9447
H -3.5195 2.7536 0.3476
H 4.4465 -1.6011 2.5767
H -1.3899 1.5593 -1.4333
H 2.4147 3.3583 -3.2975
H 3.7486 -1.2313 -0.5876
H 1.7918 1.9097 -3.1873
H -3.9320 0.1354 0.1602
H 2.1059 2.6549 0.3488
H 1.5959 -3.3365 -0.7546
H 0.2593 -2.9915 -1.3144
H -1.6182 1.2993 0.8956
H -1.7390 -0.4613 -2.9181
H -3.2290 1.1128 2.6424
*
```

The value obtained for the LUMO energy is -0.261 eV. The total energy comes out at -1318.8344 hartree. The calculation puts the molecular weight at 319.298 g mol⁻¹.

Entry from OMol25: a 18-piece molecular cluster, CH38N2O18 overall (ωB97M-V/def2-TZVPD).

The geometry in ORCA input format:
```
! wB97M-V def2-TZVPD RIJCOSX def2/J DEFGRID3
* xyz 0 1
O 3.8982 -1.4270 -0.4190
O -0.4385 -1.9567 -2.8824
O -0.9727 2.4558 1.7332
O -0.9192 3.4680 -0.6657
O -2.0785 -0.1041 1.3427
O -2.6738 2.0520 -2.2950
O -0.1022 -1.8693 1.2824
O -4.7228 -1.6755 -2.2394
O 1.3884 2.3082 -1.7460
O -4.0125 0.3048 -0.5321
O 1.2591 1.9210 3.2677
O -0.6723 0.7945 -3.4281
O 3.9797 -0.7384 2.4527
O 1.3915 -2.5239 -0.8761
O -2.7128 -3.3941 -2.1195
O 1.4850 -0.8686 3.3156
O -2.3470 -3.4201 0.9836
O 3.7492 2.0104 2.4038
N 1.3732 0.8400 -0.0305
N 3.2418 2.1269 -0.4512
C 1.9537 1.8118 -0.7671
H 1.2251 0.9450 3.4024
H 0.0865 1.2088 -2.9513
H 0.4471 -1.5651 2.0455
H 0.4989 2.1744 2.6939
H -3.9749 -2.3199 -2.2820
H -1.6712 3.0312 -1.1301
H 0.3820 0.7190 -0.1368
H -1.4711 -3.0195 1.1290
H 1.3361 -3.4854 -0.7682
H -2.6408 -3.5300 -1.1470
H -0.0769 3.2258 -1.0984
H -2.9487 -2.6833 1.1864
H -3.6124 0.9573 -1.1500
H -1.9645 1.5865 -2.8285
H -1.9280 -2.8528 -2.3614
H 2.4559 -0.8460 3.0328
H -0.6306 -0.1703 -3.2184
H 3.6250 2.8798 -0.9903
H 4.2893 2.5975 2.9603
H -1.5774 3.0369 2.2070
H 3.7895 -0.5428 -0.7877
H -0.9579 2.8874 0.8114
H -5.4822 -2.1932 -2.0291
H 4.0311 -1.0151 1.5154
H 0.2323 -2.1007 -2.1693
H 3.5829 2.0094 0.4975
H -4.3117 -0.4394 -1.1061
H 4.1022 0.2359 2.4684
H -1.8251 0.8341 1.5226
H -0.8345 -1.1930 1.1938
H 1.7323 0.5545 0.8707
H 1.4168 -1.2758 4.1799
H 3.0456 -1.8754 -0.6163
H -2.8326 -0.0183 0.6822
H -3.2123 2.5390 -2.9376
H 0.8676 -2.1846 -0.0867
H 2.8196 2.1088 2.7572
H -0.0802 -2.3364 -3.6911
*
```

The value obtained for the energy above the lowest of the compared OMol25 structures with the same formula, charge and spin is 0.0 kJ/mol. The value obtained for the LUMO energy is 0.149 eV. The total energy comes out at -1524.9374 hartree. The calculation puts the molecular weight at 366.311 g mol⁻¹.

Entry from OMol25: CH3AuMgO2 as an isolated structure (ωB97M-V/def2-TZVPD).

The geometry in ORCA input format:
```
! wB97M-V def2-TZVPD RIJCOSX def2/J DEFGRID3
* xyz 0 3
Au 0.4525 0.1806 1.2672
Mg -1.5620 -2.0286 0.4787
O 1.1099 0.8693 -0.3034
O -0.8150 -0.3127 -0.0568
C 0.0530 0.3029 -0.9884
H 0.3980 -0.4351 -1.7471
H 0.9134 0.3537 2.8732
H -0.5499 1.0699 -1.5233
*
```

The value obtained for the energy above the lowest of the compared OMol25 structures with the same formula, charge and spin is 48.4 kJ/mol. The value obtained for the LUMO energy (spin up / spin down) is -0.347 / -1.885 eV. The total energy comes out at -525.9653 hartree. The calculation puts the molecular weight at 268.305 g mol⁻¹.

- Number 4 is which compound?
  CH37NO16

- molecular weight of number 1 (CH32O19)?
  348.248 g mol⁻¹